Density functional theory data (the ωB97M-V functional and the def2-TZVPD basis) for a 11-piece molecular cluster, C31H65Cl4N7O13 overall at a distorted geometry.

Last columns: bonded neighbours and bond lengths (Å).
Positions of all 120 atoms, in Å:
1 O 4.29863 28.40190 0.62268  C2 1.183
2 C 4.65331 29.09740 1.51113  O1 1.183, O3 1.358, O6 1.336
3 O 4.55283 28.76408 2.82386  C2 1.358, C4 1.419
4 C 5.44174 29.60037 3.54834  O3 1.419, C5 1.553, H7 1.085, H8 1.091
5 C 5.44004 30.87667 2.66403  C4 1.553, O6 1.423, H9 1.086, H10 1.090
6 O 5.16744 30.32331 1.38123  C2 1.336, C5 1.423
7 H 5.12680 29.78205 4.57100  C4 1.085
8 H 6.45916 29.20609 3.57220  C4 1.091
9 H 6.39989 31.38484 2.64054  C5 1.086
10 H 4.66098 31.58265 2.95101  C5 1.090
11 O 8.19000 24.96221 -0.75629  C12 1.191
12 C 7.13809 25.25817 -1.22998  O11 1.191, O13 1.341, O16 1.338
13 O 6.26872 26.13209 -0.70223  C12 1.341, C14 1.429
14 C 5.09623 26.23476 -1.51177  O13 1.429, C15 1.568, H17 1.089, H18 1.086
15 C 5.32392 25.14308 -2.61402  C14 1.568, O16 1.413, H19 1.088, H20 1.086
16 O 6.64781 24.72220 -2.35321  C12 1.338, C15 1.413
17 H 4.27510 25.89495 -0.88253  C14 1.089
18 H 4.99093 27.26600 -1.83397  C14 1.086
19 H 5.27743 25.64503 -3.57784  C15 1.088
20 H 4.53965 24.40024 -2.50508  C15 1.086
21 C 1.89257 26.99328 4.93203  N22 1.452, H26 1.096, H27 1.087, H28 1.094
22 N 1.40551 27.67784 3.74800  C21 1.452, C23 1.359, H29 1.009
23 C 0.35713 28.54240 3.74479  N22 1.359, C24 1.485, O25 1.230
24 C -0.53695 28.68805 4.92201  C23 1.485, H30 1.090, H31 1.096, H32 1.088
25 O 0.10426 29.12377 2.69074  C23 1.230
26 H 2.96490 26.82518 4.77693  C21 1.096
27 H 1.38060 26.04850 5.09499  C21 1.087
28 H 1.99143 27.62068 5.82306  C21 1.094
29 H 2.05958 27.88158 3.00693  N22 1.009
30 H -1.56961 28.87295 4.62644  C24 1.090
31 H -0.31508 29.63517 5.42705  C24 1.096
32 H -0.52653 27.89827 5.67066  C24 1.088
33 C 7.73236 24.21690 2.76229  N34 1.449, H38 1.091, H39 1.087, H40 1.095
34 N 8.16797 23.69398 4.04172  C33 1.449, C35 1.342, H41 1.004
35 C 8.64496 22.45644 4.24526  N34 1.342, C36 1.512, O37 1.206
36 C 9.03024 22.11695 5.66767  C35 1.512, H42 1.096, H43 1.089, H44 1.089
37 O 8.67997 21.61033 3.38714  C35 1.206
38 H 7.70795 25.30117 2.87678  C33 1.091
39 H 6.82517 23.85832 2.28333  C33 1.087
40 H 8.52715 24.07765 2.02221  C33 1.095
41 H 8.31542 24.39675 4.74281  N34 1.004
42 H 9.74197 22.75383 6.20574  C36 1.096
43 H 9.56542 21.16866 5.69298  C36 1.089
44 H 8.20390 22.04597 6.37350  C36 1.089
45 C -2.22213 26.07831 2.13315  N46 1.454, H50 1.085, H51 1.086, H52 1.096
46 N -2.46902 24.74000 2.64607  C45 1.454, C47 1.349, H53 1.004
47 C -2.10250 23.58167 2.05982  N46 1.349, C48 1.533, O49 1.221
48 C -2.44196 22.32713 2.87347  C47 1.533, H54 1.087, H55 1.089, H56 1.089
49 O -1.52436 23.52887 0.98588  C47 1.221
50 H -2.43029 26.82476 2.89276  C45 1.085
51 H -2.69406 26.19031 1.16092  C45 1.086
52 H -1.14031 26.18142 1.99068  C45 1.096
53 H -2.92208 24.64315 3.53691  N46 1.004
54 H -1.62164 21.61395 2.84771  C48 1.087
55 H -3.32174 21.88014 2.41361  C48 1.089
56 H -2.60174 22.59599 3.91694  C48 1.089
57 C 5.36182 22.87364 8.11853  N58 1.443, H62 1.091, H63 1.093, H64 1.093
58 N 5.48001 22.56314 6.71415  C57 1.443, C59 1.351, H65 1.001
59 C 4.44223 21.98233 6.07237  N58 1.351, C60 1.513, O61 1.220
60 C 4.75688 21.37975 4.72087  C59 1.513, H66 1.088, H67 1.096, H68 1.088
61 O 3.34362 21.81609 6.57729  C59 1.220
62 H 4.45573 23.41662 8.39172  C57 1.091
63 H 6.15912 23.57280 8.38242  C57 1.093
64 H 5.36857 22.00558 8.78269  C57 1.093
65 H 6.42799 22.49843 6.39822  N58 1.001
66 H 4.69410 20.29473 4.76887  C60 1.088
67 H 5.78727 21.59015 4.41396  C60 1.096
68 H 4.11413 21.78407 3.94119  C60 1.088
69 C 1.25371 25.36803 -1.10304  N70 1.442, H74 1.092, H75 1.096, H76 1.086
70 N 1.54425 26.01616 -2.35803  C69 1.442, C71 1.353, H77 1.005
71 C 0.82782 25.73504 -3.47116  N70 1.353, C72 1.501, O73 1.228
72 C 1.16466 26.44112 -4.75239  C71 1.501, H78 1.087, H79 1.089, H80 1.093
73 O -0.00274 24.83022 -3.49414  C71 1.228
74 H 1.71132 25.86357 -0.24484  C69 1.092
75 H 1.76935 24.40075 -1.12863  C69 1.096
76 H 0.18811 25.25050 -0.93237  C69 1.086
77 H 2.24366 26.72132 -2.51127  N70 1.005
78 H 0.23185 26.81479 -5.16603  C72 1.087
79 H 1.61784 25.70699 -5.41749  C72 1.089
80 H 1.89153 27.25179 -4.65876  C72 1.093
81 C 4.49151 20.90363 -1.48861  N82 1.444, H86 1.092, H87 1.099, H88 1.085
82 N 4.84746 20.06475 -2.60868  C81 1.444, C83 1.355, H89 1.003
83 C 5.62348 20.52822 -3.61853  N82 1.355, C84 1.510, O85 1.219
84 C 5.91526 19.51474 -4.69978  C83 1.510, H90 1.085, H91 1.089, H92 1.096
85 O 5.95529 21.69843 -3.70248  C83 1.219
86 H 4.34968 20.35750 -0.55383  C81 1.092
87 H 3.48291 21.30778 -1.65237  C81 1.099
88 H 5.11674 21.75429 -1.23985  C81 1.085
89 H 4.78740 19.06967 -2.49923  N82 1.003
90 H 6.74817 19.83845 -5.31522  C84 1.085
91 H 5.04775 19.28092 -5.31545  C84 1.089
92 H 6.17864 18.57367 -4.20463  C84 1.096
93 C 4.07139 25.03298 1.97814  N94 1.439, H98 1.091, H99 1.089, H100 1.095
94 N 2.91367 24.19583 2.14784  C93 1.439, C95 1.357, H101 1.007
95 C 2.70987 22.90964 1.76676  N94 1.357, C96 1.519, O97 1.222
96 C 1.48086 22.24497 2.36249  C95 1.519, H102 1.090, H103 1.086, H104 1.091
97 O 3.40921 22.31693 0.95815  C95 1.222
98 H 4.85722 24.65261 1.32414  C93 1.091
99 H 4.58705 25.36733 2.87758  C93 1.089
100 H 3.75289 25.90059 1.39097  C93 1.095
101 H 2.18283 24.55312 2.74161  N94 1.007
102 H 1.66121 21.86032 3.36649  C96 1.090
103 H 1.27092 21.37981 1.73995  C96 1.086
104 H 0.62459 22.91717 2.28629  C96 1.091
105 Cl -2.84339 21.04579 -2.88949  C106 1.810
106 C -1.51956 20.83132 -1.67365  Cl105 1.810, C107 1.522, H109 1.080, H110 1.087
107 C -0.37918 21.74745 -2.09475  C106 1.522, Cl108 1.813, H111 1.084, H112 1.087
108 Cl 1.05547 21.44297 -1.02810  C107 1.813
109 H -1.28446 19.77723 -1.64908  C106 1.080
110 H -1.93414 21.20198 -0.73992  C106 1.087
111 H -0.58187 22.81203 -2.07210  C107 1.084
112 H -0.03803 21.45260 -3.08385  C107 1.087
113 Cl 0.20008 17.73231 -2.66622  C114 1.754
114 C 1.76407 18.21554 -2.03533  Cl113 1.754, C115 1.551, H117 1.092, H118 1.087
115 C 1.89509 18.07254 -0.49688  C114 1.551, Cl116 1.784, H119 1.084, H120 1.088
116 Cl 1.26378 16.49454 0.04638  C115 1.784
117 H 1.90011 19.28983 -2.17633  C114 1.092
118 H 2.64548 17.71945 -2.43409  C114 1.087
119 H 1.42936 18.88873 0.04397  C115 1.084
120 H 2.94753 17.98833 -0.23437  C115 1.088

Results
- HOMO: -9.159 eV
- SMILES: O=C1OCCO1.O=C1OCCO1.CNC(C)=O.CNC(C)=O.CNC(C)=O.CNC(C)=O.CNC(C)=O.CNC(C)=O.CNC(C)=O.ClCCCl.ClCCCl
- Kohn-Sham gap: 9.0 eV

These are the Löwdin partial charges, in e, on atoms 1 to 2: O 0.17; C -0.57